(1)
{
  "formula": "C16H20N2O3S",
  "method": "wB97M-V/def2-TZVPD",
  "relative_energy_kj_mol": 83.1,
  "e_tot_ev": -36875.61077,
  "e_lumo_ev": 0.09,
  "orbital_gap_ev": 8.021,
  "max_force_ev_per_a": 0.80,
  "symbols": ["C", "C", "O", "C", "O", "C", "S", "C", "N", "C", "C", "C", "C", "C", "N", "C", "O", "C", "C", "C", "C", "C", "H", "H", "H", "H", "H", "H", "H", "H", "H", "H", "H", "H", "H", "H", "H", "H", "H", "H", "H", "H"],
  "positions_angstrom": [[4.379, -1.795, -5.466], [2.973, -1.234, -5.623], [2.432, -0.812, -4.371], [1.876, -1.788, -3.602], [1.815, -2.943, -3.950], [1.378, -1.287, -2.339], [0.647, -2.472, -1.265], [0.377, -1.244, -0.076], [-0.192, -1.476, 1.093], [-0.344, -0.457, 1.917], [0.045, 0.856, 1.598], [0.632, 1.097, 0.371], [0.824, 0.027, -0.502], [1.402, -0.012, -1.813], [1.845, 1.101, -2.459], [-0.221, 1.983, 2.560], [-0.806, 1.610, 3.785], [-1.724, 0.529, 3.716], [-2.964, 0.853, 2.859], [-3.951, -0.311, 2.835], [-3.645, 2.105, 3.411], [-0.967, -0.721, 3.250], [4.778, -2.054, -6.443], [5.032, -1.061, -4.999], [4.351, -2.689, -4.849], [2.970, -0.339, -6.248], [2.312, -1.993, -6.053], [0.928, 2.101, 0.097], [2.097, 1.897, -1.899], [2.363, 0.946, -3.309], [-0.850, 2.733, 2.050], [0.721, 2.474, 2.830], [-2.045, 0.397, 4.756], [-2.637, 1.048, 1.832], [-3.558, -1.153, 2.272], [-4.877, 0.006, 2.360], [-4.180, -0.638, 3.846], [-2.929, 2.914, 3.529], [-4.438, 2.434, 2.742], [-4.080, 1.894, 4.385], [-0.169, -0.922, 3.971], [-1.600, -1.603, 3.199]],
  "lowdin_charge": [-0.0601, -0.2161, -0.0425, -0.5171, 0.0814, -0.3596, 1.1181, -0.5253, 0.1291, -0.2210, -0.1259, 0.0559, -0.1619, -0.2845, 0.1533, -0.1536, -0.0948, -0.3109, -0.3747, -0.0611, -0.0599, -0.0536, 0.0773, 0.0767, 0.0765, 0.1231, 0.1225, 0.1245, 0.0966, 0.0894, 0.1323, 0.1384, 0.1592, 0.1383, 0.0741, 0.0798, 0.0870, 0.0737, 0.0793, 0.0848, 0.1354, 0.1160]
}

---

(2)
{
  "formula": "C16H20N2O3S",
  "method": "wB97M-V/def2-TZVPD",
  "relative_energy_kj_mol": 0.0,
  "e_tot_ev": -36876.47216,
  "e_lumo_ev": 0.16,
  "orbital_gap_ev": 8.607,
  "max_force_ev_per_a": 1.04,
  "symbols": ["C", "C", "C", "C", "C", "C", "N", "C", "S", "N", "C", "O", "C", "C", "C", "C", "C", "C", "O", "C", "O", "C", "H", "H", "H", "H", "H", "H", "H", "H", "H", "H", "H", "H", "H", "H", "H", "H", "H", "H", "H", "H"],
  "positions_angstrom": [[-6.059, -0.328, 0.722], [-4.883, 0.328, 0.066], [-4.986, 1.625, -0.424], [-3.904, 2.227, -1.043], [-2.712, 1.545, -1.180], [-2.595, 0.243, -0.692], [-1.356, -0.371, -0.877], [-0.884, -1.564, -0.507], [-1.624, -2.765, 0.349], [0.440, -1.834, -0.877], [1.344, -1.016, -1.494], [1.075, 0.114, -1.854], [2.724, -1.616, -1.639], [3.696, -0.963, -0.642], [3.230, -0.911, 0.811], [3.162, 0.597, 1.168], [1.734, 1.061, 1.452], [4.089, 0.949, 2.330], [3.628, 1.302, 0.008], [3.915, 0.511, -1.016], [4.321, 0.904, -2.070], [-3.685, -0.357, -0.071], [-5.767, -1.256, 1.204], [-6.501, 0.333, 1.465], [-6.824, -0.551, -0.022], [-5.916, 2.163, -0.320], [-3.990, 3.235, -1.421], [-1.866, 2.013, -1.663], [-0.675, 0.202, -1.388], [0.728, -2.766, -0.604], [3.087, -1.391, -2.644], [2.703, -2.697, -1.493], [4.661, -1.467, -0.743], [3.935, -1.418, 1.469], [2.254, -1.373, 0.948], [1.732, 2.121, 1.691], [1.316, 0.507, 2.288], [1.112, 0.913, 0.573], [3.758, 0.447, 3.235], [4.080, 2.023, 2.495], [5.109, 0.645, 2.104], [-3.605, -1.362, 0.307]],
  "lowdin_charge": [-0.0467, -0.2712, -0.0556, -0.0785, -0.0249, -0.2198, 0.0941, -0.7938, 0.6949, 0.0755, -0.4426, 0.0878, -0.0399, -0.1692, -0.0527, -0.5124, 0.0037, -0.0100, 0.0883, -0.4652, 0.1416, -0.0080, 0.0766, 0.0806, 0.0848, 0.1107, 0.1043, 0.1147, 0.1123, 0.1074, 0.1377, 0.1249, 0.1580, 0.1230, 0.1141, 0.0922, 0.0964, 0.0715, 0.0923, 0.0891, 0.0915, 0.0223]
}

---

(3)
{
  "formula": "C16H20N2O5",
  "method": "wB97M-V/def2-TZVPD",
  "relative_energy_kj_mol": 412.3,
  "e_tot_ev": -30131.54807,
  "e_lumo_ev": 0.61,
  "orbital_gap_ev": 9.296,
  "max_force_ev_per_a": 5.67,
  "symbols": ["C", "C", "C", "O", "C", "O", "N", "C", "C", "C", "O", "O", "C", "O", "C", "N", "C", "C", "C", "C", "C", "C", "C", "H", "H", "H", "H", "H", "H", "H", "H", "H", "H", "H", "H", "H", "H", "H", "H", "H", "H", "H", "H"],
  "positions_angstrom": [[-4.448, -2.537, -2.186], [-3.300, -2.986, -2.818], [-2.383, -1.961, -3.452], [-1.166, -2.012, -2.687], [-0.762, -0.916, -2.013], [-1.285, 0.152, -1.924], [0.333, -1.107, -1.222], [1.359, 0.003, -0.872], [1.621, 0.936, -2.084], [1.878, 0.314, -3.409], [2.452, -0.716, -3.396], [1.428, 0.876, -4.632], [1.127, 0.836, 0.465], [1.916, 1.699, 0.709], [-0.252, 0.754, 1.265], [-0.216, 1.392, 2.624], [0.534, 0.746, 3.807], [0.027, 1.595, 4.954], [-0.977, 1.177, 5.778], [-1.384, 1.975, 6.869], [-0.784, 3.248, 7.123], [0.323, 3.640, 6.362], [0.781, 2.725, 5.260], [-5.230, -3.228, -2.075], [-4.684, -1.523, -2.125], [-3.042, -3.976, -2.715], [-2.181, -2.270, -4.507], [-2.731, -0.988, -3.498], [0.810, -1.988, -1.421], [2.355, -0.405, -0.640], [2.462, 1.602, -1.965], [0.745, 1.665, -2.246], [1.784, 0.193, -5.286], [-1.009, 1.366, 0.719], [-0.683, -0.268, 1.337], [0.040, 2.402, 2.559], [0.379, -0.377, 3.832], [1.635, 0.867, 3.865], [-1.485, 0.163, 5.666], [-2.223, 1.583, 7.499], [-1.136, 3.831, 8.027], [0.862, 4.527, 6.515], [1.738, 2.930, 4.817]],
  "lowdin_charge": [0.0561, -0.0905, -0.1517, 0.0163, -0.5934, 0.1107, 0.1325, -0.1399, -0.0752, -0.5035, 0.1211, 0.0585, -0.2971, 0.0975, -0.1183, -0.0557, -0.1541, -0.2954, -0.0676, -0.0891, -0.1069, -0.0495, -0.0125, 0.0350, 0.0393, 0.0693, 0.1389, 0.0905, 0.1402, 0.1529, 0.1299, 0.1538, 0.1433, 0.1278, 0.1164, 0.1177, 0.1309, 0.1033, 0.1339, 0.1066, 0.1119, 0.0686, 0.0979]
}

---

(4)
{
  "formula": "C16H20N3O4S3W",
  "method": "wB97M-V/def2-TZVPD",
  "relative_energy_kj_mol": 163.4,
  "e_tot_ev": -63898.09656,
  "e_lumo_ev": -5.27,
  "orbital_gap_ev": 6.183,
  "max_force_ev_per_a": 2.50,
  "total_charge": 1,
  "symbols": ["W", "C", "O", "C", "C", "O", "C", "C", "O", "C", "H", "H", "H", "H", "H", "H", "H", "H", "H", "H", "H", "H", "H", "H", "O", "N", "C", "C", "C", "C", "C", "S", "H", "H", "H", "H", "S", "C", "S", "C", "C", "N", "C", "N", "C", "H", "H"],
  "positions_angstrom": [[0.370, -0.590, -0.369], [-1.082, -2.873, 1.778], [-1.240, -1.512, 1.356], [-1.845, -0.695, 2.353], [-2.215, 0.595, 1.630], [-1.059, 1.202, 1.055], [-0.467, 2.275, 1.794], [0.847, 1.820, 2.422], [1.605, 1.291, 1.345], [2.986, 1.117, 1.669], [-2.030, -3.256, 2.163], [-0.808, -3.463, 0.899], [-0.295, -2.959, 2.534], [-2.748, -1.186, 2.736], [-1.148, -0.526, 3.185], [-2.861, 0.336, 0.780], [-2.736, 1.292, 2.292], [-0.249, 3.058, 1.057], [-1.157, 2.664, 2.546], [1.359, 2.678, 2.872], [0.702, 1.052, 3.194], [3.426, 2.074, 1.967], [3.111, 0.382, 2.468], [3.480, 0.760, 0.763], [-0.949, 0.603, -1.403], [-0.743, 1.685, -2.145], [-1.780, 2.298, -2.745], [-1.577, 3.383, -3.556], [-0.273, 3.844, -3.761], [0.777, 3.217, -3.132], [0.535, 2.118, -2.299], [1.763, 1.273, -1.445], [-2.752, 1.872, -2.550], [-2.418, 3.859, -4.032], [-0.093, 4.682, -4.414], [1.798, 3.538, -3.266], [1.740, -1.667, 0.966], [0.452, -2.813, -1.743], [-1.190, -2.245, -1.376], [0.869, -4.093, -1.546], [-0.006, -5.076, -1.036], [-0.745, -5.832, -0.592], [2.217, -4.465, -1.761], [3.320, -4.739, -1.905], [1.255, -1.636, -2.098], [0.887, -1.195, -3.042], [2.331, -1.853, -2.180]],
  "lowdin_charge": [1.1827, -0.1202, -0.4317, -0.1576, -0.1438, -0.2432, -0.1331, -0.1767, -0.4322, -0.1475, 0.1123, 0.0274, 0.0864, 0.1450, 0.1371, 0.1398, 0.1384, 0.1394, 0.1363, 0.1400, 0.1323, 0.1048, 0.0778, 0.0601, -0.3697, -0.1583, 0.0156, -0.0190, -0.0235, -0.0509, -0.5688, 0.8397, 0.1504, 0.1225, 0.1243, 0.1212, 0.4688, -0.7154, 0.8031, -0.2999, -0.2280, 0.1976, -0.1973, 0.1928, -0.3455, 0.0847, 0.0819]
}

---

(5)
{
  "formula": "C16H20N4O2S3",
  "method": "wB97M-V/def2-TZVPD",
  "relative_energy_kj_mol": 63.8,
  "e_tot_ev": -59477.84363,
  "e_lumo_ev": 0.26,
  "orbital_gap_ev": 8.494,
  "max_force_ev_per_a": 1.21,
  "symbols": ["C", "C", "N", "C", "C", "S", "C", "N", "C", "C", "C", "S", "N", "C", "C", "C", "S", "O", "O", "N", "C", "C", "C", "C", "C", "H", "H", "H", "H", "H", "H", "H", "H", "H", "H", "H", "H", "H", "H", "H", "H", "H", "H", "H", "H"],
  "positions_angstrom": [[-1.186, 4.660, -0.897], [-0.767, 3.403, -1.655], [-0.331, 2.367, -0.754], [0.942, 2.111, -0.314], [2.122, 2.851, -0.834], [3.670, 2.284, -0.054], [3.742, 0.648, -0.613], [4.584, -0.196, -0.145], [4.502, -1.410, -0.752], [5.407, -2.506, -0.312], [3.559, -1.488, -1.728], [2.729, 0.012, -1.914], [1.002, 1.151, 0.560], [-0.285, 0.727, 0.744], [-0.799, -0.275, 1.558], [-2.161, -0.468, 1.517], [-2.870, -1.821, 2.458], [-2.042, -2.097, 3.592], [-4.265, -1.567, 2.662], [-2.757, -3.140, 1.430], [-3.610, -3.070, 0.272], [-1.411, -3.590, 1.184], [-3.013, 0.285, 0.713], [-2.520, 1.287, -0.100], [-1.148, 1.494, -0.080], [-0.352, 5.059, -0.326], [-1.995, 4.432, -0.207], [-1.526, 5.419, -1.596], [0.047, 3.631, -2.348], [-1.612, 3.016, -2.233], [2.217, 2.730, -1.916], [2.058, 3.914, -0.597], [5.261, -2.697, 0.749], [6.444, -2.206, -0.457], [5.210, -3.413, -0.876], [3.296, -2.323, -2.344], [-0.174, -0.863, 2.209], [-3.758, -4.073, -0.129], [-3.192, -2.428, -0.515], [-4.566, -2.670, 0.601], [-0.879, -3.549, 2.131], [-1.435, -4.621, 0.829], [-0.892, -2.968, 0.443], [-4.069, 0.076, 0.763], [-3.178, 1.878, -0.717]],
  "lowdin_charge": [-0.0569, -0.1783, 0.0101, -0.3943, -0.4123, 0.9505, -0.9142, 0.0252, -0.4563, -0.0382, -0.3646, 0.9966, 0.1531, -0.1908, 0.0231, -0.2711, 0.6571, -0.2824, -0.2887, -0.3373, -0.1097, -0.1087, -0.0673, 0.0051, -0.1468, 0.0738, 0.0763, 0.0766, 0.1191, 0.1241, 0.0689, 0.0849, 0.0813, 0.0807, 0.0751, 0.0635, 0.1252, 0.0924, 0.0894, 0.0804, 0.0816, 0.0927, 0.0888, 0.1109, 0.1111]
}

---

(6)
{
  "formula": "C16H20N4O4",
  "method": "wB97M-V/def2-TZVPD",
  "relative_energy_kj_mol": 597.3,
  "e_tot_ev": -31063.42936,
  "e_lumo_ev": 0.44,
  "orbital_gap_ev": 8.450,
  "max_force_ev_per_a": 6.43,
  "symbols": ["N", "C", "O", "C", "C", "C", "N", "C", "O", "N", "C", "C", "C", "C", "N", "C", "C", "C", "C", "C", "C", "C", "O", "O", "H", "H", "H", "H", "H", "H", "H", "H", "H", "H", "H", "H", "H", "H", "H", "H", "H", "H", "H", "H"],
  "positions_angstrom": [[5.626, -1.078, 4.641], [4.264, -1.571, 4.338], [3.383, -1.573, 5.171], [4.105, -2.123, 2.972], [2.902, -1.541, 2.301], [2.897, -0.120, 1.655], [3.440, 0.769, 2.727], [1.495, 0.416, 1.341], [0.976, 1.329, 2.023], [0.850, -0.113, 0.296], [-0.630, 0.159, -0.028], [-0.516, 1.203, -1.045], [-1.783, 1.644, -1.606], [-2.825, 2.398, -1.001], [-3.803, 2.419, -1.922], [-3.641, 1.736, -3.086], [-4.549, 1.234, -4.076], [-4.113, 0.206, -4.997], [-2.879, -0.382, -4.739], [-1.955, 0.133, -3.824], [-2.385, 1.166, -2.903], [-1.154, -1.355, -0.469], [-0.468, -2.438, -0.635], [-2.518, -1.243, -0.516], [5.405, -0.099, 5.279], [6.151, -0.608, 3.760], [4.153, -3.181, 3.106], [5.015, -2.103, 2.312], [2.600, -2.208, 1.467], [1.968, -1.567, 2.992], [3.523, -0.326, 0.784], [3.745, 1.667, 2.318], [2.437, 1.052, 3.321], [1.184, -0.911, -0.212], [-1.200, 0.493, 0.830], [0.241, 0.627, -1.843], [0.156, 2.038, -0.736], [-2.891, 2.826, 0.051], [-4.444, 3.153, -1.668], [-5.748, 1.444, -3.802], [-4.875, -0.194, -5.683], [-2.793, -1.268, -5.295], [-1.024, -0.429, -3.658], [-2.770, -2.209, -0.849]],
  "lowdin_charge": [0.0379, -0.5597, 0.0594, -0.1613, -0.1774, -0.3003, 0.0170, -0.4393, 0.0107, 0.0992, -0.1606, -0.1624, -0.1590, -0.0319, 0.0231, -0.2319, -0.0130, -0.1005, -0.1226, -0.0104, -0.1151, -0.3263, 0.0237, 0.0723, 0.1676, 0.1186, 0.1150, 0.1306, 0.1123, 0.1536, 0.1426, 0.0695, 0.1805, 0.1207, 0.1481, 0.1841, 0.1406, 0.1570, 0.1511, 0.1598, 0.1000, 0.0801, 0.1035, 0.1933]
}